[1]
Here is a 13-piece molecular cluster, C45H123BN8O12 overall from the Open Molecules 2025 dataset. Energies are from ωB97M-V/def2-TZVPD.

```
189
Properties=species:S:1:pos:R:3:forces:R:3:mulliken_charge:R:1
O -2.7760 26.2740 -30.7608 0.2493 -1.9860 -0.9934 2.806
H -2.0113 26.3287 -30.1831 2.0761 0.4278 0.3234 -0.074
H -2.7427 26.8878 -31.4982 0.2002 1.1038 -0.9748 0.145
H -3.6090 26.3253 -30.2863 -2.7872 0.0845 1.3238 -0.192
B -2.6951 28.5528 -32.3527 -0.0533 0.4757 -0.1436 5.687
H -3.2630 28.8787 -31.4950 -2.0541 1.0880 3.5168 -0.526
H -3.2256 27.7268 -32.8006 -1.8841 -3.0541 -1.7710 -2.022
H -2.6815 29.3658 -33.0620 0.1970 2.9195 -2.7059 -1.527
H -1.7006 28.2347 -32.0809 3.7327 -0.9336 1.1262 -0.626
C -5.4413 30.7501 -33.7929 -0.6791 0.6912 0.2076 -0.810
O -5.3254 30.2487 -32.4741 -0.3174 -0.2106 -0.3098 -0.224
H -6.4806 30.6897 -34.1160 -0.0791 -0.3966 0.0259 0.441
H -5.2496 31.8230 -33.7753 0.4334 0.1500 -0.2838 0.291
H -4.8110 30.2447 -34.5245 0.1444 -0.0611 0.0866 -0.013
H -4.4039 29.9992 -32.3726 0.3356 -0.2865 0.2867 -0.434
C 1.6173 25.3398 -32.6277 -0.9621 -0.1125 0.8176 -0.149
O 1.2142 26.6683 -32.3055 1.0704 -0.5494 0.0049 -0.779
H 2.0432 25.2781 -33.6291 0.2123 -0.2020 0.2332 0.390
H 2.2080 24.9226 -31.8121 0.9834 0.6181 -0.3052 0.439
H 0.7725 24.6642 -32.4934 -0.5684 -0.0832 -0.8117 -0.396
H 0.6570 26.9849 -33.0204 -0.2940 0.2847 -0.7284 0.171
C -3.8327 28.8345 -27.1255 1.6042 1.8839 -0.5250 -0.825
O -4.4386 27.6428 -26.8214 -1.1203 -1.0917 0.6065 -0.462
H -3.6737 29.0039 -28.1905 -0.2502 -0.5432 -0.2900 -0.171
H -4.3898 29.7139 -26.8024 -0.0530 0.0098 0.2945 0.508
H -2.8266 28.8318 -26.7060 0.1418 0.4285 0.2096 0.484
H -4.8387 27.7717 -25.9583 -0.1452 -0.4190 0.0540 0.296
C -2.1194 32.8263 -34.2705 -0.4118 -1.6536 -1.1724 -1.119
C -2.0205 31.9095 -35.5644 0.2393 2.4391 0.5380 0.621
C -1.1691 32.6713 -36.7277 -1.6449 -2.1787 1.3979 -0.830
O -1.7693 33.8526 -37.2315 1.4456 0.2975 1.5194 -0.356
C -0.7061 34.7572 -37.5416 -0.8100 0.0940 -2.0893 -0.797
N -1.4113 30.6402 -35.2557 0.9354 0.4639 -0.4435 -0.571
H -1.1474 32.8424 -33.7773 0.0464 0.4498 -0.1691 0.158
H -2.7864 32.2971 -33.5900 -0.0752 -0.0251 0.2419 -0.185
H -2.5918 33.7876 -34.4725 0.4659 0.1132 -0.0697 0.539
H -3.0255 31.6426 -35.8913 -0.4033 0.9496 -0.4735 0.360
H -1.0969 31.9467 -37.5387 0.2184 -0.1196 -0.2796 0.428
H -0.1713 32.8042 -36.3096 0.0378 0.3191 0.0422 0.403
H 0.0277 35.1175 -36.8207 -0.6366 -0.2836 0.9309 0.307
H -1.2028 35.5879 -38.0430 0.1682 0.2812 0.2637 0.285
H -0.1014 34.2880 -38.3176 0.2509 -0.1135 -0.2304 0.345
H -1.7840 30.2157 -34.4185 -0.2134 0.2362 0.1978 -0.449
H -1.6827 30.0686 -36.0430 0.4280 -0.4001 0.2955 0.301
C -7.1906 26.8934 -34.1017 -0.4375 -0.8455 -0.5205 -1.499
C -6.4270 25.7821 -33.3772 0.6343 1.9934 0.2511 0.701
C -5.6632 24.8202 -34.2624 -0.9991 0.5215 0.8370 0.167
O -6.6241 24.0061 -34.8632 0.2573 -0.3327 -1.4432 -0.477
C -7.1324 22.9913 -34.0723 -0.7695 -0.5753 0.2197 -0.587
N -5.5457 26.4413 -32.4154 0.1196 -1.0003 0.8813 1.108
H -6.5727 27.4779 -34.7833 0.2377 0.1140 0.1934 0.205
H -7.6062 27.5210 -33.3133 -0.1098 0.2194 -0.2984 0.045
H -7.9944 26.4665 -34.7015 -0.2329 0.1033 -0.0559 0.483
H -7.1897 25.2384 -32.8198 0.2590 -0.2493 0.2171 0.106
H -5.0046 24.2198 -33.6348 0.4562 0.0217 -0.0613 0.034
H -5.1407 25.3806 -35.0376 0.2274 -0.2418 -0.0757 0.009
H -6.3932 22.4229 -33.5080 0.4828 -0.0685 -0.1863 0.154
H -7.6765 22.3307 -34.7473 0.0744 -0.1556 0.1178 0.282
H -7.8428 23.3341 -33.3200 -0.2267 0.2571 0.0895 0.287
H -6.1367 26.9075 -31.7419 0.1274 0.2142 0.1926 -0.407
H -4.8892 27.1237 -32.7669 -0.2362 0.0584 -0.5177 -0.311
C -1.9947 25.5390 -34.6573 -0.4928 0.3016 -0.5955 -0.857
C -1.4125 26.6789 -35.4960 -1.4274 -0.5186 0.4314 0.458
C -2.4809 27.5397 -36.3410 1.9099 -1.2706 1.4156 -0.263
O -1.6966 28.5823 -36.9227 -0.4380 -1.6274 -0.7651 -0.430
C -1.1594 28.1264 -38.1852 -0.0845 1.1772 0.5318 -0.998
N -0.6566 27.5334 -34.5549 -0.1027 0.3041 -1.2199 -0.703
H -1.1370 24.9465 -34.3388 -0.2426 -0.0189 0.6116 0.056
H -2.6860 24.8721 -35.1725 0.1231 -0.0344 -0.4254 0.410
H -2.5961 25.9925 -33.8694 0.3298 -0.3066 0.4636 -0.215
H -0.7308 26.1828 -36.1867 0.2315 0.4569 -0.2951 0.565
H -3.2376 27.9006 -35.6444 0.0923 0.5444 -0.0461 -0.241
H -2.9755 26.9370 -37.1027 0.0025 -0.0779 -0.1163 0.479
H -0.2346 28.6876 -38.3192 -0.3139 0.3794 -0.4252 0.317
H -1.9747 28.3673 -38.8673 0.5770 -0.2259 -0.7498 0.347
H -0.8296 27.0902 -38.2605 -0.5326 -0.2524 0.4786 0.327
H -0.7981 28.4361 -34.9853 1.1752 0.6699 -0.0563 -0.045
H -1.1407 27.7015 -33.6846 -0.6136 -0.6039 0.1738 0.107
C -7.5024 29.0526 -28.1126 -0.9285 -1.2091 -0.1877 -1.141
C -8.3567 29.0187 -29.4074 1.2242 1.6789 -0.4200 0.043
C -8.9804 30.4022 -29.8283 1.2234 -0.5898 -0.1579 -0.629
O -9.7225 30.9090 -28.8008 -1.5679 0.0089 1.2529 -0.339
C -10.5120 32.0238 -29.1465 0.5305 0.2116 -0.0445 -0.787
N -7.4305 28.5528 -30.4566 -0.7751 -0.4778 -0.2626 0.020
H -6.6292 29.7042 -28.1442 -0.3152 0.3755 -0.1435 0.251
H -7.1080 28.0380 -28.0560 0.2433 -0.1242 0.0550 0.060
H -8.0766 29.1381 -27.1901 -0.0455 0.6117 -0.1261 0.491
H -9.1604 28.2826 -29.3899 -0.0075 0.0269 0.5065 0.462
H -9.5683 30.3468 -30.7445 -0.3520 -0.6147 -0.2568 0.515
H -8.2308 31.1511 -30.0839 0.8865 -0.1418 -0.0781 0.284
H -9.8789 32.9095 -29.1991 0.0472 0.3633 0.4098 0.324
H -11.2987 32.1200 -28.3983 0.0975 0.1431 -0.1574 0.237
H -10.9164 31.9754 -30.1575 -0.4017 -0.5327 -0.0767 0.321
H -7.9693 28.6109 -31.3089 0.2330 -0.2137 -0.5261 0.042
H -6.6270 29.1443 -30.6135 0.0784 0.5510 0.1297 -0.280
C -0.4396 26.8951 -27.6777 1.0181 -1.1407 -1.0767 -1.130
C 0.2949 26.3880 -28.9496 0.2011 -0.3764 0.2080 0.179
C 0.2197 24.8359 -29.1580 0.1973 -0.0212 0.1946 -1.167
O -1.1147 24.4632 -29.3909 -0.6250 -0.2707 0.3865 0.237
C -1.3587 23.0512 -29.2861 -0.8534 1.5667 -0.5071 -0.911
N -0.2908 27.0458 -30.0873 -1.4235 -0.4559 0.2294 -0.140
H -0.0854 27.9104 -27.4993 -0.4248 0.0142 0.2054 0.275
H -0.1909 26.2290 -26.8516 -0.1595 0.2531 0.2386 0.602
H -1.4981 26.8203 -27.9267 -0.1324 0.2988 0.4459 -0.122
H 1.3205 26.7538 -28.9991 0.5947 -0.7425 0.9620 0.529
H 0.6253 24.2319 -28.3464 -0.0158 0.4449 0.8698 0.504
H 0.7924 24.4058 -29.9796 0.4391 0.7635 -0.6539 0.360
H -0.6650 22.5055 -29.9257 0.1766 -0.2792 0.4074 0.359
H -2.3635 22.9546 -29.6972 -0.0044 -0.3046 -0.1813 0.150
H -1.4506 22.7583 -28.2402 0.6552 -0.3159 0.0597 0.277
H 0.3591 26.9455 -30.8539 -0.2272 0.3673 -0.5706 0.353
H -0.4861 28.0139 -29.8759 0.1913 0.3290 -0.1341 -0.178
C -6.2163 24.3892 -29.9354 -0.7135 0.2116 0.5670 -1.615
C -5.6885 25.2845 -28.7968 0.6595 -0.5941 0.9954 0.669
C -4.7708 24.4712 -27.7571 -1.2140 -0.0435 -1.4305 -0.147
O -5.5745 23.3651 -27.3433 0.3877 -0.3476 0.3548 -0.419
C -4.7789 22.4894 -26.5724 0.5633 -0.1925 0.3278 -0.733
N -4.9831 26.4637 -29.3257 1.2334 -0.4310 0.5632 0.624
H -5.4622 24.0735 -30.6564 0.2664 0.3302 0.1518 0.191
H -6.9852 24.9478 -30.4690 0.1429 0.1779 -0.2185 0.202
H -6.7355 23.4913 -29.6004 0.2046 0.0368 0.4285 0.557
H -6.4236 25.7262 -28.1240 -0.9783 -0.6405 -0.2876 0.407
H -4.4306 24.9570 -26.8426 -0.1573 0.8136 -0.2117 0.510
H -3.8769 24.1439 -28.2880 0.2333 -0.3085 -0.1430 -0.262
H -5.2607 21.5910 -26.1867 -0.6761 0.0181 -0.8184 0.341
H -4.4016 22.9036 -25.6374 0.0678 0.8381 0.0779 0.310
H -3.8951 22.2158 -27.1487 0.1126 -0.3306 -0.0961 0.217
H -5.6179 27.1877 -29.6305 -0.6242 -0.2092 -0.5251 -0.633
H -4.6620 26.8531 -28.4509 0.5124 0.4521 0.0791 -0.711
C -3.9771 20.0509 -33.9445 -0.4076 -0.4345 -0.3246 -1.876
C -2.5141 20.4638 -34.1120 -0.6322 0.2046 0.1110 2.083
C -2.3492 21.7095 -33.2206 0.9209 1.2509 -1.1442 -1.228
C -0.8977 22.1554 -33.0373 -1.2573 -1.2417 0.9952 0.853
C -0.3024 20.9412 -32.2889 1.1112 -0.1164 -1.7716 -1.632
C -0.3577 19.5967 -33.1269 1.0181 0.5489 0.3216 1.667
N -1.7368 19.3332 -33.5840 0.6148 2.0402 1.3553 0.438
O -1.8058 18.1849 -34.3521 -0.0259 -0.4061 -1.0192 -0.544
C 0.7871 19.5789 -34.1882 -0.2392 -0.5513 -0.7478 -1.899
C -0.0622 18.3965 -32.2245 0.4403 0.8492 0.4542 -2.212
C -2.1564 20.8093 -35.5779 -0.2704 -0.9606 0.6066 -1.824
H -4.2930 19.2945 -34.6630 0.1913 -0.1473 -0.0998 0.414
H -4.7077 20.8537 -34.0438 0.2743 0.3069 -0.0068 0.135
H -4.0750 19.6119 -32.9517 -0.1152 0.0774 0.0612 0.544
H -2.7765 22.5092 -33.8256 -0.8661 0.0689 0.3182 -0.088
H -2.7702 21.6784 -32.2157 -0.5013 -0.3866 -0.2203 0.596
H -0.8738 23.0527 -32.4190 -0.0210 -0.0022 0.2696 -1.152
H -0.4687 22.4837 -33.9840 0.4855 -0.6498 -0.0263 0.619
H -0.7707 20.7288 -31.3278 -0.1662 0.4484 0.0130 0.410
H 0.7397 21.2347 -32.1627 0.3417 -0.7501 0.5204 0.425
H 0.9103 20.4039 -34.8898 -0.4014 0.3882 0.2988 0.292
H 1.7771 19.3932 -33.7717 -0.1065 0.2826 0.5872 0.454
H 0.6629 18.7058 -34.8287 -0.3358 -0.1217 -0.1123 0.455
H -0.8047 18.3561 -31.4275 -0.3980 -0.4918 -0.3142 0.399
H 0.0028 17.5371 -32.8918 -0.0708 -0.3041 0.6113 0.583
H 0.8650 18.5453 -31.6711 0.3638 -0.1352 -0.3413 0.417
H -1.1118 21.1122 -35.6500 -0.1446 0.1090 -0.1906 0.372
H -2.8343 21.5324 -36.0314 0.0901 0.1528 0.1761 0.406
H -2.2981 19.8583 -36.0912 0.2363 0.0982 -0.4192 0.428
H -2.1488 17.5161 -33.7549 -0.1730 -0.0648 0.0531 0.368
C 0.9450 30.8795 -31.2840 0.3776 -1.2254 -0.9983 -2.102
C 0.2404 31.7646 -30.3104 -0.1043 1.7510 -0.9759 1.951
C 0.2958 33.2291 -30.9253 -1.0119 0.4657 0.3944 -0.921
C -0.5831 34.3016 -30.2176 -0.3185 -0.9058 0.3756 -0.916
C -2.0568 33.7931 -30.2382 1.4210 -0.4842 -1.3908 -1.140
C -2.2014 32.3719 -29.6369 -0.6156 2.4550 1.1654 1.910
N -1.2622 31.4568 -30.2578 2.4858 0.9410 -0.7283 0.034
O -1.4626 30.1111 -29.9582 0.0019 -0.2583 1.1308 0.503
C -2.0701 32.5725 -28.0993 0.2315 -1.6674 0.4332 -1.666
C -3.6169 31.8985 -29.9373 0.9363 -1.0501 -0.1512 -1.593
C 1.1273 31.7083 -29.0222 -1.6297 1.2797 0.3062 -1.592
H 0.4337 30.6377 -32.2157 -0.4479 0.1403 0.0586 0.062
H 1.2359 29.9352 -30.8237 -0.1535 -0.1961 0.0333 0.445
H 1.8862 31.3299 -31.5993 0.0609 0.2456 0.1771 0.515
H 1.3071 33.6026 -31.0858 0.2725 -0.2632 0.5194 0.547
H -0.1367 33.2924 -31.9238 0.0679 -0.9493 -0.2687 -0.260
H -0.4988 35.2206 -30.7977 -0.0107 0.1391 0.1757 0.520
H -0.2362 34.4809 -29.2000 -0.0089 0.2170 0.0847 0.411
H -2.2630 33.7021 -31.3046 -0.2164 -0.1447 -0.3032 0.117
H -2.8264 34.4850 -29.8961 0.2541 -0.0516 0.6271 0.511
H -2.0814 31.5687 -27.6748 0.1494 -0.3539 0.1907 0.222
H -1.1318 32.9989 -27.7445 -0.1250 0.2644 -0.2976 0.268
H -2.9065 33.0379 -27.5778 -0.1099 0.4866 -0.5342 0.425
H -3.6071 30.9155 -29.4665 -0.9864 -0.0215 0.2424 -0.347
H -4.3936 32.5831 -29.5965 0.1168 -0.1992 0.1084 0.595
H -3.7073 31.6797 -31.0012 -0.1648 0.3439 -0.0910 -0.029
H 2.1820 31.9770 -29.0806 0.0692 -0.3727 -1.0081 0.367
H 1.0407 30.7597 -28.4923 -0.2525 0.1847 0.1534 0.181
H 0.7460 32.5817 -28.4932 -0.0586 -0.4674 1.0833 0.397
H -1.8454 29.7597 -30.7654 -0.2156 -0.3798 -0.3686 -0.368
```
Forces are in eV/Å.

Calculated values
Charge = 0
Total energy = -85814.9760 eV
HOMO-LUMO gap = 8.5 eV
HOMO energy = -8.086 eV

[2]
Here is a single C17H17N5O molecule from the Open Molecules 2025 dataset. Energies are from ωB97M-V/def2-TZVPD.

```
40
Properties=species:S:1:pos:R:3:forces:R:3:mulliken_charge:R:1
N 5.1435 -1.0978 -5.3250 -2.0520 -0.5384 1.4592 -0.495
C 4.2717 -1.2709 -4.5622 2.1847 0.8331 -1.3220 -0.041
N 1.5635 -4.0388 0.6303 1.0336 -0.3497 -0.4204 -1.158
N 0.3449 -4.1961 2.5390 0.4601 -0.4594 -0.3063 -0.795
O -3.6110 1.9531 4.5405 -0.5935 -0.2165 -0.4927 -0.593
C 1.2446 -4.7730 1.6521 -1.0905 -0.3500 1.6499 -0.155
C 0.1156 -3.0113 2.0096 -0.8319 1.1210 -0.3148 0.100
C -0.0650 -0.7624 0.2915 -0.3595 -2.0460 1.9440 -0.804
C -0.8569 -1.9277 2.3247 1.4562 -1.0170 -0.5516 -0.614
C 0.8087 -1.7971 0.0020 -0.7841 1.0236 0.2049 0.261
C -0.9360 -0.8321 1.5055 0.4802 0.4544 -1.1997 0.930
C 3.1114 -0.2852 -2.6445 -0.7814 0.3063 1.5753 -0.666
C 2.6476 -2.5766 -3.2672 -0.7341 0.8577 1.4582 -0.720
C 2.2316 -0.3959 -1.5252 0.3599 -0.5903 -0.6677 -0.489
C 1.8263 -2.7285 -2.1417 0.2368 0.3954 0.2506 -0.373
C 3.3258 -1.3592 -3.4820 -0.5158 -1.1451 -0.2348 0.620
C 1.6262 -1.6485 -1.2347 0.8405 -0.1739 -0.6805 0.319
N 0.9079 -2.9083 0.8731 -1.5845 2.7765 -1.0437 0.771
N -1.8300 0.2091 1.7351 0.2192 -0.3260 0.7984 -0.047
C -4.0495 2.3384 2.2501 0.8549 -0.4764 -0.4021 -1.534
C -1.7668 2.7994 3.1871 -0.0842 -0.4597 0.6320 -1.470
C -2.4777 0.4066 3.0501 -0.3570 -0.7458 -0.5029 -1.049
C -2.9921 1.8403 3.2644 0.7839 1.1185 -0.6003 0.953
H -2.9768 1.9359 5.2535 0.4977 -0.0640 0.1288 0.367
H 1.6159 -5.7845 1.8283 -0.0610 0.4932 -0.2791 0.443
H -0.1927 0.0460 -0.3975 0.1010 0.2719 -0.2280 0.576
H -1.5345 -2.0176 3.1553 0.1376 -0.3130 0.1969 0.539
H 3.6897 0.6211 -2.7788 -0.2177 0.0364 -0.1104 0.432
H 2.7443 -3.3991 -3.9277 0.2953 -0.5329 -0.5880 0.472
H 2.0489 0.4864 -0.8807 0.3128 -0.7901 -0.3987 0.447
H 1.3578 -3.7001 -1.9188 0.3118 0.6266 -0.2192 0.410
H -1.9024 0.9690 1.0816 0.2364 -0.1672 -0.0761 0.191
H -3.7586 2.2078 1.1860 0.0692 -0.0140 0.6554 0.277
H -4.2214 3.3901 2.4051 0.0298 0.4356 0.1316 0.436
H -4.9910 1.8489 2.3772 -0.5743 -0.5325 0.2128 0.388
H -0.9689 2.4673 3.8736 -0.3361 0.0817 -0.0177 0.365
H -2.0541 3.8209 3.4571 0.0042 -0.1946 -0.1734 0.421
H -1.3034 2.7735 2.2084 -0.0776 0.2159 -0.2905 0.343
H -1.7377 0.2054 3.8533 -0.3485 -0.0505 -0.3630 0.534
H -3.3201 -0.3206 3.1405 0.4781 0.5054 0.1857 0.405
```
Forces are in eV/Å.

Calculated values
Charge = 0
Total energy = -27402.1038 eV
HOMO-LUMO gap = 8.0 eV
Energy above the lowest of the compared OMol25 structures with the same formula, charge and spin = 35.6 kcal/mol
SMILES string = CC(C)(O)CNc1cc(-c2ccc(C#N)cc2)n2ncnc2c1
HOMO energy = -8.372 eV

[3]
Here is CHCl2O2S as an isolated structure from the Open Molecules 2025 dataset. Energies are from ωB97M-V/def2-TZVPD.

```
7
Properties=species:S:1:pos:R:3:forces:R:3:mulliken_charge:R:1
C -0.1091 0.8093 -0.3713 1.9944 -0.5459 1.4015 -0.300
O 0.1118 -1.1831 1.8118 -0.1813 -0.3219 -0.8544 -0.539
O 1.2176 -1.8636 -0.2877 -0.2731 -0.0741 0.0292 -0.539
S -0.0180 -1.3869 0.3508 0.8897 1.5111 0.5975 0.548
Cl -1.1626 1.5201 0.8257 -0.9286 0.5332 0.3209 -0.219
Cl -0.7991 0.5568 -1.9242 -0.6224 0.2971 -1.1809 -0.211
H 0.7595 1.5473 -0.4051 -0.8787 -1.3994 -0.3138 0.259
```
Forces are in eV/Å.

Calculated values
Charge = -1
Total energy = -41028.9303 eV
HOMO-LUMO gap = 7.1 eV
Energy above the lowest of the compared OMol25 structures with the same formula, charge and spin = 14.8 kcal/mol
HOMO energy = -3.524 eV

| no. | maximum force (eV/Å) |
| --- | --- |
| 1 | 4.216 |
| 2 | 3.363 |
| 3 | 2.498 |